{"formula": "CH11N2O3", "method": "ωB97M-V/def2-TZVPD", "elements": ["N", "C", "N", "H", "H", "H", "H", "H", "H", "H", "O", "H", "H", "O", "H", "H", "O"], "coordinates": [[-0.691, 1.196, -1.173], [-0.539, -0.053, -1.509], [-0.855, -1.058, -0.727], [-0.963, 1.522, -0.251], [-0.216, 1.882, -1.770], [-0.050, -0.307, -2.441], [-0.802, -1.989, -1.097], [-1.570, -0.975, -0.016], [0.572, 4.127, -2.411], [1.922, 3.409, -2.267], [0.977, 3.248, -2.364], [-1.293, -0.607, 2.947], [-0.038, -1.148, 2.355], [-0.845, -0.671, 2.096], [1.514, -3.371, 2.282], [1.548, -2.684, 3.634], [1.329, -2.520, 2.711]], "forces_ev_per_angstrom": [[0.5, 0.5, -0.7], [0.2, -0.3, 0.9], [-1.0, -0.4, -0.5], [-0.1, -0.4, -0.1], [-0.1, 0.1, 0.2], [0.0, 0.3, -0.1], [0.2, -0.2, -0.2], [0.5, 0.3, 0.6], [0.2, -0.2, -0.1], [0.0, -0.1, 0.0], [-0.3, 0.2, 0.1], [-0.3, 0.2, -0.1], [0.1, -0.2, -0.4], [0.0, 0.0, 0.4], [-0.1, 0.4, 0.1], [0.0, 0.1, 0.1], [0.1, -0.4, -0.1]], "de_lowest_kcal_mol": 10.5, "total_energy_ha": -379.726588, "total_charge": 1, "orbital_gap_ev": 11.66, "lumo_energy_ha": -0.10996}

{"formula": "C22H31N3O4S", "method": "ωB97M-V/def2-TZVPD", "elements": ["C", "C", "O", "C", "C", "C", "C", "C", "C", "H", "H", "N", "S", "O", "O", "C", "C", "N", "C", "C", "C", "O", "N", "C", "H", "C", "C", "C", "C", "H", "C", "H", "H", "H", "H", "H", "H", "H", "H", "H", "H", "C", "H", "H", "H", "C", "H", "H", "H", "C", "H", "H", "H", "H", "H", "H", "H", "H", "H", "H", "H"], "coordinates": [[3.319, -3.311, -4.183], [3.148, -2.064, -5.049], [3.013, -0.883, -4.288], [1.817, -0.592, -3.690], [1.802, 0.577, -2.926], [0.662, 0.970, -2.260], [-0.497, 0.203, -2.346], [-0.494, -0.947, -3.123], [0.653, -1.345, -3.789], [0.615, -2.244, -4.383], [-1.392, -1.539, -3.181], [-1.653, 0.544, -1.622], [-2.041, -0.573, -0.427], [-2.458, -1.802, -1.038], [-2.953, 0.072, 0.472], [-0.477, -0.788, 0.358], [0.486, -1.748, 0.161], [1.632, -1.306, 0.754], [1.426, -0.057, 1.289], [0.116, 0.287, 1.069], [-0.605, 1.570, 1.295], [-0.515, 2.468, 0.462], [-1.355, 1.669, 2.400], [-1.507, 0.590, 3.346], [-2.514, 0.639, 3.762], [-0.457, 0.674, 4.458], [-0.700, 1.826, 5.431], [-0.856, 3.190, 4.756], [-2.195, 3.346, 4.030], [-2.966, 2.816, 4.591], [-2.161, 2.858, 2.580], [-1.721, 3.622, 1.934], [-3.179, 2.656, 2.225], [-2.480, 4.399, 4.010], [-0.787, 3.958, 5.530], [-0.036, 3.354, 4.055], [-1.598, 1.620, 6.018], [0.141, 1.869, 6.128], [-0.457, -0.265, 5.014], [0.523, 0.789, 3.994], [-1.413, -0.361, 2.817], [2.511, 0.722, 1.942], [2.144, 1.719, 2.171], [3.369, 0.817, 1.276], [2.847, 0.251, 2.868], [2.893, -1.993, 0.731], [2.725, -3.068, 0.682], [3.458, -1.765, 1.633], [3.481, -1.690, -0.140], [0.371, -3.051, -0.540], [-0.633, -3.128, -0.947], [1.094, -3.114, -1.352], [0.541, -3.885, 0.143], [-1.578, 1.460, -1.192], [0.660, 1.864, -1.654], [2.708, 1.160, -2.866], [4.053, -1.903, -5.641], [2.303, -2.183, -5.738], [3.494, -4.175, -4.817], [4.169, -3.183, -3.518], [2.431, -3.491, -3.581]], "forces_ev_per_angstrom": [[-0.1, 0.4, -0.1], [0.1, -0.4, -0.1], [-0.1, 0.3, 0.2], [0.0, 0.1, 0.1], [0.1, -0.2, -0.2], [-0.1, 0.0, 0.0], [0.5, -0.3, -0.7], [0.0, 0.3, 0.0], [0.3, -0.1, -0.2], [0.0, -0.1, -0.1], [-0.1, -0.1, -0.1], [-0.8, -0.3, 0.6], [0.2, -0.2, 0.2], [0.3, 0.1, -0.1], [0.2, 0.3, -0.1], [-0.5, 0.0, -0.1], [-0.4, -0.3, -0.1], [-0.5, 0.1, -0.1], [-0.4, 0.5, 0.2], [0.3, -0.1, -0.1], [0.4, 0.0, 0.3], [0.0, 0.3, -0.3], [-0.1, 0.3, 0.0], [0.4, -0.5, 0.2], [0.0, -0.1, 0.0], [-0.4, 0.0, 0.1], [0.3, 0.0, -0.2], [-0.2, 0.0, 0.2], [0.2, 0.0, -0.1], [-0.1, 0.0, 0.1], [-0.1, 0.4, -0.1], [-0.1, -0.1, 0.1], [0.1, 0.1, -0.1], [-0.1, 0.0, 0.0], [0.1, 0.0, 0.0], [0.1, 0.1, 0.0], [0.0, 0.0, 0.1], [0.0, 0.0, 0.1], [0.1, -0.1, 0.0], [0.1, -0.1, 0.0], [-0.1, 0.1, 0.1], [-0.1, -0.2, 0.0], [0.0, 0.1, 0.0], [0.1, 0.1, 0.0], [0.1, 0.0, 0.1], [0.3, -0.1, -0.1], [0.0, 0.0, 0.0], [0.0, 0.0, 0.0], [0.0, 0.0, 0.0], [0.1, 0.0, 0.0], [0.1, -0.1, 0.0], [0.0, -0.1, -0.1], [0.0, -0.1, 0.0], [0.0, 0.1, 0.2], [0.0, 0.1, 0.1], [0.1, 0.1, 0.0], [-0.2, 0.0, 0.0], [0.1, 0.1, 0.0], [0.0, -0.1, 0.0], [0.1, 0.0, 0.1], [-0.1, -0.1, 0.1]], "de_lowest_kcal_mol": 27.7, "total_energy_ha": -1720.357424, "smiles": "CCOc1ccc(NS(=O)(=O)c2c(C(=O)N3CCCCCC3)c(C)n(C)c2C)cc1", "orbital_gap_ev": 8.58, "lumo_energy_ha": 0.01943}

The records above give, respectively, HOMO values of -14.66 -8.05 eV.